(1)
Molecular formula: C57H57BrN2O3PS3W
Method: DFT, ωB97M-V/def2-TZVPD

Calculated values
LUMO energy: -4.27 eV
HOMO: -0.3768 Eh
E: -6718.44792 a.u.
Kohn-Sham gap: 6.0 eV
Net charge: +1

Each line ends with the Mulliken charge.
Positions of all 125 atoms, in Å:
1 W -0.7787 0.2753 -0.1776  -0.324
2 O -0.0560 -1.3644 0.2838  0.480
3 C 1.0510 -2.2837 0.1990  1.894
4 C 2.2540 -1.3555 0.2129  -0.844
5 C 2.3129 -0.4325 -0.9651  -0.010
6 C 3.4319 -0.5279 -1.7728  -0.933
7 C 3.6336 0.3830 -2.7889  -1.386
8 C 2.6975 1.3755 -2.9505  -1.114
9 C 1.5598 1.4161 -2.1510  0.449
10 C 0.5637 2.4597 -2.5791  -1.965
11 C -0.3338 3.0887 -1.5215  3.377
12 O -0.7311 2.0666 -0.6201  -0.187
13 C -1.6220 3.6393 -2.1353  -1.429
14 C -2.6649 3.9813 -1.2809  1.445
15 C -3.8679 4.4459 -1.7848  -0.803
16 C -4.0483 4.5860 -3.1543  -0.913
17 C -3.0126 4.2599 -4.0121  -1.069
18 C -1.8084 3.7856 -3.5048  -0.164
19 C 0.4648 4.1290 -0.7483  0.233
20 C 0.4788 5.4479 -1.1950  -0.359
21 C 1.2620 6.3968 -0.5577  -0.954
22 C 2.0448 6.0338 0.5314  -0.913
23 C 2.0384 4.7201 0.9709  -0.328
24 C 1.2520 3.7656 0.3368  0.454
25 N 1.3523 0.5128 -1.1608  1.008
26 C 0.9286 -3.0819 -1.0909  0.199
27 C 2.0588 -3.7080 -1.6112  -0.348
28 C 1.9669 -4.5084 -2.7379  -0.882
29 C 0.7393 -4.6999 -3.3581  -0.749
30 C -0.3898 -4.0890 -2.8384  -1.187
31 C -0.2954 -3.2882 -1.7087  0.280
32 C 1.0503 -3.2454 1.3900  0.053
33 C 0.1857 -4.3374 1.3977  0.041
34 C 0.2439 -5.2811 2.4104  -0.812
35 C 1.1632 -5.1495 3.4421  -0.822
36 C 2.0212 -4.0627 3.4514  -0.908
37 C 1.9658 -3.1222 2.4299  -0.349
38 H 3.1824 -1.9207 0.2491  1.316
39 H 2.1962 -0.7376 1.1117  -1.129
40 H 4.1467 -1.3134 -1.5763  0.582
41 H 4.5046 0.3261 -3.4281  0.467
42 H 2.8159 2.1309 -3.7138  0.580
43 H -0.0372 1.9789 -3.3511  0.537
44 H 1.1238 3.2630 -3.0567  0.838
45 H -2.5363 3.8620 -0.2144  -0.484
46 H -4.6669 4.7060 -1.1020  0.482
47 H -4.9887 4.9498 -3.5472  0.415
48 H -3.1345 4.3667 -5.0819  0.462
49 H -1.0214 3.5539 -4.2092  0.444
50 H -0.1376 5.7395 -2.0370  0.480
51 H 1.2598 7.4202 -0.9102  0.483
52 H 2.6495 6.7749 1.0373  0.404
53 H 2.6212 4.4335 1.8361  0.238
54 H 1.2500 2.7516 0.7219  -0.189
55 H 3.0212 -3.5963 -1.1268  0.442
56 H 2.8547 -4.9870 -3.1299  0.460
57 H 0.6649 -5.3284 -4.2354  0.414
58 H -1.3519 -4.2308 -3.3135  0.498
59 H -1.1817 -2.8159 -1.3106  0.510
60 H -0.5232 -4.4712 0.5911  0.431
61 H -0.4218 -6.1345 2.3841  0.510
62 H 1.2170 -5.8952 4.2243  0.400
63 H 2.7480 -3.9473 4.2451  0.457
64 H 2.6810 -2.3137 2.4460  0.296
65 C -6.7808 0.6800 -0.0537  -1.818
66 C -5.3404 0.2587 -0.0723  0.581
67 C -4.9823 -1.0856 -0.2592  -0.859
68 C -3.6591 -1.4783 -0.2878  -1.009
69 C -2.7275 -0.4750 -0.0626  0.348
70 Br -1.3495 -0.2538 -2.5947  -0.335
71 N -3.0467 0.7836 0.0924  1.261
72 C -4.3236 1.1835 0.0790  -0.406
73 H -7.2961 0.3486 -0.9558  0.415
74 H -6.8738 1.7633 0.0107  0.380
75 H -7.3016 0.2452 0.8010  0.365
76 H -5.7651 -1.8210 -0.4072  0.469
77 H -3.3707 -2.5050 -0.4609  0.804
78 H -4.5188 2.2430 0.1789  0.005
79 S 0.4586 3.1601 3.9823  -0.515
80 P -1.1858 2.4493 3.2690  1.451
81 S -0.7971 0.6461 2.1490  -0.501
82 C -2.1913 3.7273 2.4678  0.894
83 C -1.5742 4.9204 2.0973  -0.547
84 C -2.3361 5.9974 1.6716  -0.654
85 C -3.7185 5.8969 1.6255  -0.725
86 C -4.3405 4.7120 1.9969  -0.601
87 C -3.5819 3.6311 2.4190  -0.559
88 C -2.2874 1.7236 4.5112  0.789
89 C -3.2618 0.7863 4.1815  -0.231
90 C -4.1303 0.3140 5.1524  -1.203
91 C -4.0314 0.7815 6.4556  -0.723
92 C -3.0587 1.7138 6.7889  -0.707
93 C -2.1859 2.1861 5.8209  -0.981
94 H -0.5012 5.0165 2.1796  0.305
95 H -1.8447 6.9188 1.3884  0.487
96 H -4.3134 6.7451 1.3114  0.439
97 H -5.4209 4.6376 1.9861  0.480
98 H -4.0802 2.7276 2.7440  0.313
99 H -3.3358 0.4007 3.1713  0.702
100 H -4.8720 -0.4290 4.8897  0.495
101 H -4.7102 0.4144 7.2145  0.406
102 H -2.9728 2.0693 7.8071  0.435
103 H -1.4170 2.9042 6.0755  0.420
104 C 4.0862 0.3844 4.0867  -0.804
105 C 4.8042 0.6545 2.7608  -0.603
106 C 3.8025 1.5588 2.0628  -0.429
107 O 2.5352 0.9924 2.3761  0.093
108 C 2.5981 0.4626 3.7137  0.006
109 H 4.3353 1.1643 4.8068  0.347
110 H 4.3538 -0.5733 4.5316  0.317
111 H 4.9338 -0.2673 2.1876  0.159
112 H 5.7821 1.1157 2.8904  0.496
113 H 3.8990 1.5844 0.9754  0.278
114 H 3.8666 2.5859 2.4424  0.270
115 H 2.1059 -0.5098 3.7001  -0.139
116 H 2.0370 1.1146 4.3823  0.262
117 C -1.4334 -2.3723 4.3078  -0.427
118 S -2.5579 -2.2661 2.9061  0.515
119 C -3.1333 -3.9744 2.8882  -1.095
120 H -1.9513 -2.7421 5.1927  0.529
121 H -1.0645 -1.3676 4.5135  0.036
122 H -0.5917 -3.0209 4.0709  -0.123
123 H -2.2880 -4.6562 2.9474  0.241
124 H -3.6594 -4.1497 1.9500  0.302
125 H -3.8174 -4.1741 3.7125  0.392

***

(2)
Molecular formula: C3H2LiO3Pb
Method: DFT, ωB97M-V/def2-TZVPD

Calculated values
LUMO energy (spin up / spin down): -9.83 / -9.83 eV
HOMO (spin up / spin down): -0.6027 / -0.6356 Eh
E: -540.85685 a.u.
Spin multiplicity: 2
Kohn-Sham gap (spin up / spin down): 6.6 / 7.5 eV
Net charge: +2

Each line ends with the Mulliken charge.
Positions of all 10 atoms, in Å:
1 C -1.3233 0.2662 -0.4854  0.239
2 C -0.2138 -0.0744 0.3500  -0.081
3 O 0.8555 0.7357 0.3094  -0.236
4 C 2.1089 0.2111 -0.1055  0.273
5 O 2.1777 -0.9569 -0.4109  -0.404
6 O -2.4610 -0.1753 -0.3157  -0.623
7 Pb 4.0708 0.7152 0.9472  1.349
8 H -0.3808 -0.6491 1.2665  0.338
9 H -0.5759 -0.2797 -1.3110  0.202
10 Li -4.2581 0.2072 -0.2447  0.945

***

Number 1: strongest force on any atom 1.30 eV/Å. Number 2: strongest force on any atom 4.51 eV/Å.